Entry 1:
Molecular formula: C4H9N2OS
Method: DFT, ωB97M-V with the def2-TZVPD basis set

```
17
C4H9N2OS (ωB97M-V with the def2-TZVPD basis set)
S 1.389 2.980 -1.488
O 1.909 -0.528 1.393
N -2.132 -1.776 0.872
N -0.487 -0.377 -0.211
C 1.792 0.307 0.514
C 0.501 0.708 -0.147
C -1.120 -0.743 1.042
C 0.827 1.256 -1.544
H 1.545 0.631 -2.086
H -0.086 -1.207 -0.641
H -0.425 -1.054 1.825
H -2.944 -1.367 0.424
H -1.622 0.154 1.417
H -1.785 -2.499 0.246
H -0.114 1.217 -2.095
H 2.722 0.751 0.112
H 0.030 1.547 0.367
```

SMILES: NCN[C@@H](C=O)C[S-]
Net charge: -1

Entry 2:
Molecular formula: C38H76Br6O16
Method: DFT, ωB97M-V with the def2-TZVPD basis set

```
136
C38H76Br6O16 (ωB97M-V with the def2-TZVPD basis set)
Br -2.199 -3.134 4.048
Br 1.037 -4.040 2.234
Br -5.370 -0.060 2.813
Br -0.686 8.264 5.390
Br 2.438 5.215 3.586
Br 3.183 -6.167 -0.105
O 6.548 4.719 -0.413
O 3.173 -0.965 2.374
O 2.641 -1.152 -3.761
O -0.397 0.954 0.398
O -5.338 1.214 -5.853
O 2.710 0.250 0.566
O -2.473 0.320 -0.175
O 5.546 5.955 -1.983
O -1.170 -5.167 -2.891
O -3.979 -4.025 0.632
O -2.499 1.892 5.721
O -0.917 3.006 4.579
O 0.862 -6.046 -2.406
O -3.699 -0.057 -4.976
O -3.947 -5.998 -0.484
O 3.170 -2.274 -1.888
C 4.415 6.297 -1.138
C -4.829 -2.919 -1.296
C 3.503 -0.402 1.195
C 3.449 5.119 -1.151
C -2.070 2.321 4.682
C -5.208 -3.568 0.031
C -0.773 2.346 0.405
C -0.336 -6.139 -2.527
C -0.740 -3.823 -2.961
C -4.542 0.320 -5.948
C -3.889 0.475 -3.662
C -1.094 -3.220 -4.323
C 3.314 -3.418 -3.964
C -3.109 1.775 -3.514
C -1.102 -7.432 -2.357
C 6.573 5.284 -1.482
C -4.367 -0.442 -7.236
C -3.093 -1.401 3.917
C 4.820 -0.880 0.648
C 0.982 7.294 4.918
C -2.871 2.265 3.419
C -0.763 4.313 6.629
C -0.183 3.200 5.786
C 3.311 -4.314 0.475
C -0.822 -1.340 0.295
C 2.389 0.704 3.944
C 0.906 6.451 3.676
C 0.709 0.011 -2.843
C 3.043 -2.209 -3.084
C -4.361 -1.708 3.151
C 2.012 -0.479 3.044
C -1.370 0.028 0.206
C -2.237 -5.541 1.097
C -3.523 -5.233 0.355
C 2.246 0.001 -3.018
C 0.237 3.065 1.301
C 1.937 -3.707 0.561
C 7.853 5.366 -2.247
H 2.725 5.158 -0.332
H 3.964 4.178 -0.950
H -4.151 -2.348 2.295
H -2.060 1.468 -3.543
H -5.911 -4.385 -0.118
H -0.984 -1.935 -0.601
H -1.270 -7.580 -1.288
H -3.024 3.166 2.818
H 8.020 6.363 -2.655
H -5.235 -0.874 -7.717
H 4.033 7.137 -1.711
H -0.307 4.355 7.621
H -2.441 1.566 2.694
H 0.950 7.101 2.806
H -3.330 -1.063 4.924
H -1.137 -3.213 -2.145
H -0.944 -3.977 -5.094
H 3.796 -4.258 1.454
H 5.379 -1.509 1.333
H -1.339 -1.848 1.115
H -0.143 3.932 1.843
H 2.515 0.926 -3.522
H 0.239 -1.284 0.533
H 1.221 -0.118 2.382
H -2.103 -2.814 -4.335
H 0.403 -0.091 -1.804
H 2.085 -2.631 0.545
H 3.999 -3.700 -0.101
H -5.025 -2.324 3.754
H 3.835 -3.129 -4.878
H 1.734 8.074 4.836
H -5.736 -2.855 0.660
H 1.536 -1.319 3.545
H -2.408 -5.779 2.148
H 2.654 0.111 -2.012
H -3.740 -1.321 -7.049
H -1.533 -4.716 1.021
H -1.770 2.408 0.835
H -3.579 -0.215 -2.881
H 1.519 1.345 4.091
H 1.265 6.697 5.782
H 4.629 -1.282 -0.344
H -2.062 -7.403 -2.861
H -4.162 -2.067 -1.176
H -3.229 2.485 -4.331
H -3.354 2.263 -2.572
H -5.713 -2.629 -1.870
H 2.737 0.381 4.928
H 0.029 5.813 3.608
H 1.068 3.395 0.681
H -0.398 -2.428 -4.608
H -3.896 1.924 3.562
H -2.388 -0.687 3.506
H 0.393 1.029 -3.112
H -1.839 -6.456 0.665
H 8.635 5.243 -1.502
H -4.967 0.630 -3.567
H -1.838 4.370 6.771
H -3.735 0.242 -7.807
H 4.681 6.583 -0.125
H -0.201 2.252 6.332
H 2.371 -3.802 -4.349
H 0.314 -3.577 -2.823
H 0.128 -0.545 -3.578
H 0.538 2.387 2.099
H 3.851 -4.147 -3.370
H 2.897 4.971 -2.077
H 0.862 3.427 5.586
H 7.901 4.602 -3.019
H 1.323 -4.122 -0.233
H -0.392 5.232 6.163
H 5.390 0.041 0.489
H -0.478 -8.261 -2.685
H 3.243 1.242 3.535
H -4.364 -3.637 -1.976
H -0.722 2.668 -0.632
```

SMILES: CCOC(C)=O.CCOC(C)=O.CCOC(C)=O.CCOC(C)=O.CCOC(C)=O.CCOC(C)=O.CCOC(C)=O.CCOC(C)=O.BrCCBr.BrCCBr.BrCCBr

Entry 3:
Molecular formula: C5H5NO
Method: DFT, ωB97M-V with the def2-TZVPD basis set

```
12
C5H5NO (ωB97M-V with the def2-TZVPD basis set)
O -1.238 -0.835 2.356
N 0.710 -2.056 -1.909
C -0.040 0.404 0.591
C -0.648 -0.310 1.500
C 0.576 -1.012 -1.429
C 1.359 0.735 0.268
C 0.399 0.297 -0.825
H 0.057 1.056 -1.528
H -2.560 -0.407 0.063
H -2.375 0.311 0.045
H 2.125 0.030 0.578
H 1.635 1.787 0.290
```

SMILES: N#C[C@@H]1CC1=C=O.[H][H]

Number 1: Kohn-Sham gap 6.4 eV, E_LUMO 3.69 eV. Number 2: Kohn-Sham gap 9.9 eV, E_LUMO 0.26 eV. Number 3: Kohn-Sham gap 9.9 eV, E_LUMO 0.37 eV.